No. 1
A structure of composition C10H10N3O2RuS3Se2Te2 at a distorted geometry. Source: the OMol25 dataset; level of theory: ωB97M-V/def2-TZVPD.

The geometry in ORCA input format:
```
! wB97M-V def2-TZVPD RIJCOSX def2/J DEFGRID3
* xyz -2 6
Ru -0.003 -0.493 -1.059
N 3.225 -0.479 -3.724
C 2.445 -0.131 -2.674
S 0.737 0.210 -2.926
N 2.933 -0.052 -1.405
N 1.961 0.314 -0.546
C 2.362 0.555 0.705
C 1.445 0.878 1.746
C 1.893 1.052 3.080
C 1.056 1.478 4.084
C -0.289 1.635 3.790
C -0.762 1.374 2.519
C 0.079 1.120 1.420
O -0.412 1.131 0.182
H 2.734 -0.893 -4.511
H 4.146 -0.872 -3.553
H 3.428 0.504 0.904
H 2.920 0.787 3.288
H 1.464 1.732 5.044
H -0.994 1.937 4.564
H -1.823 1.444 2.253
Se 0.761 -2.436 0.220
Te 2.986 -3.131 -0.587
Te 1.252 -3.479 -3.736
Se -0.640 -2.614 -2.446
C -5.168 0.242 -0.983
O -4.285 -0.647 -0.170
C -2.967 -0.752 -0.509
S -2.021 -1.798 0.399
S -2.315 0.081 -1.874
H -4.693 1.243 -1.072
H -6.134 0.280 -0.453
H -5.320 -0.221 -1.968
*
```

Results
LUMO (spin up / spin down) = 4.3 / 4.0 eV
<S²> = 8.80
HOMO-LUMO gap (spin up / spin down) = 3.89 / 4.60 eV

Listed below, in e, are the Löwdin charges computed for each atom:
1 Ru 0.37
2 N 0.04
3 C -0.84
4 S 0.44
5 N -0.11
6 N -0.24
7 C -0.12
8 C -0.18
9 C -0.07
10 C -0.15
11 C -0.13
12 C -0.04
13 C -0.37
14 O -0.30
15 H 0.02
16 H 0.09
17 H 0.11
18 H 0.10
19 H 0.07
20 H 0.09
21 H 0.11
22 Se -0.27
23 Te 0.08
24 Te 0.00
25 Se -0.24
26 C -0.11
27 O -0.26
28 C -1.24
29 S 0.45
30 S 0.49
31 H 0.06
32 H 0.07
33 H 0.07

=====

No. 2
An isolated molecule of C10H10N4 at a distorted geometry. Source: the OMol25 dataset; level of theory: ωB97M-V/def2-TZVPD.

The geometry in ORCA input format:
```
! wB97M-V def2-TZVPD RIJCOSX def2/J DEFGRID3
* xyz 0 1
C -4.075 -1.050 0.000
N -2.656 -1.208 0.025
C -1.794 -0.158 0.005
C -2.206 1.185 -0.011
C -1.205 2.126 -0.016
N 0.102 1.810 0.029
C 0.399 0.518 -0.001
C 1.847 0.135 0.012
C 2.239 -1.194 0.010
C 3.583 -1.500 -0.015
N 4.564 -0.576 -0.008
C 4.187 0.688 0.014
C 2.851 1.086 0.008
N -0.489 -0.488 0.003
H -4.546 -2.015 -0.065
H -4.436 -0.454 -0.865
H -4.446 -0.559 0.906
H -2.238 -2.112 0.012
H -3.249 1.498 -0.041
H -1.449 3.200 -0.012
H 1.494 -1.991 0.042
H 3.901 -2.534 -0.049
H 4.984 1.429 0.023
H 2.637 2.164 -0.006
*
```

Results
LUMO = 0.3 eV
SMILES = CNc1ccnc(-c2ccncc2)n1
HOMO-LUMO gap = 9.23 eV

Listed below, in e, are the Löwdin charges computed for each atom:
1 C -0.10
2 N -0.01
3 C -0.32
4 C -0.01
5 C -0.12
6 N 0.11
7 C -0.29
8 C -0.16
9 C -0.03
10 C -0.14
11 N 0.05
12 C -0.16
13 C -0.02
14 N 0.17
15 H 0.08
16 H 0.09
17 H 0.09
18 H 0.13
19 H 0.10
20 H 0.12
21 H 0.11
22 H 0.10
23 H 0.10
24 H 0.11

=====

No. 3
A cluster of 2 separate species, C10H10N4O2 in total at a distorted geometry. Source: the OMol25 dataset; level of theory: ωB97M-V/def2-TZVPD.

The geometry in ORCA input format:
```
! wB97M-V def2-TZVPD RIJCOSX def2/J DEFGRID3
* xyz 0 1
C -2.495 0.674 0.741
C -3.136 -0.223 1.568
N -3.623 -0.962 2.344
N -2.624 0.585 -0.621
C -2.222 1.638 -1.425
C -2.276 1.531 -2.795
C -2.759 0.367 -3.401
C -3.239 -0.652 -2.580
C -3.193 -0.535 -1.204
H -1.923 1.501 1.153
H -1.868 2.520 -0.893
H -1.940 2.375 -3.391
H -2.799 0.267 -4.482
H -3.670 -1.567 -2.978
H -3.548 -1.323 -0.538
H 2.540 -2.048 0.595
C 2.339 -1.093 1.092
C 3.415 -0.405 1.775
O 3.311 0.638 2.413
O 4.590 -1.073 1.609
C 5.751 -0.460 2.192
N 1.156 -0.503 1.048
N 0.055 -0.263 0.802
H 6.562 -1.145 1.943
H 5.944 0.526 1.753
H 5.652 -0.371 3.279
*
```

Results
LUMO = -0.3 eV
HOMO-LUMO gap = 6.80 eV

Listed below, in e, are the Löwdin charges computed for each atom:
1 C -0.21
2 C -0.31
3 N 0.12
4 N -0.08
5 C -0.04
6 C -0.07
7 C -0.09
8 C -0.06
9 C -0.03
10 H 0.10
11 H 0.13
12 H 0.11
13 H 0.10
14 H 0.11
15 H 0.12
16 H 0.13
17 C -0.04
18 C -0.51
19 O 0.07
20 O -0.07
21 C -0.05
22 N -0.02
23 N 0.29
24 H 0.09
25 H 0.10
26 H 0.10

=====

No. 4
A cluster of 2 separate species, C10H10NO5S in total at a distorted geometry. Source: the OMol25 dataset; level of theory: ωB97M-V/def2-TZVPD.

The geometry in ORCA input format:
```
! wB97M-V def2-TZVPD RIJCOSX def2/J DEFGRID3
* xyz -1 1
C -0.886 1.245 -3.008
C -0.622 0.108 -2.327
C 0.267 -0.089 -1.177
C 0.495 0.715 -0.125
C -0.211 2.031 0.026
O 0.226 2.828 1.144
N 1.308 3.628 0.724
O 1.263 4.683 1.224
C 1.461 0.222 0.933
O 2.276 0.944 1.464
C 1.327 -1.223 1.200
S 1.448 -1.812 2.856
C 1.104 -2.029 0.150
C 0.993 -1.408 -1.181
O 1.466 -1.881 -2.189
H -0.962 1.201 -4.090
H -1.092 2.194 -2.530
H -1.076 -0.809 -2.695
H -1.279 1.894 0.190
H -0.039 2.626 -0.874
H 0.350 -2.584 2.831
H 0.987 -3.095 0.258
C -1.756 -1.897 1.425
O -1.180 -2.798 0.618
H -2.093 -2.283 2.424
H -1.102 -1.018 1.710
H -2.673 -1.394 1.020
*
```

Results
LUMO = 2.3 eV
HOMO-LUMO gap = 6.07 eV

Listed below, in e, are the Löwdin charges computed for each atom:
1 C 0.02
2 C -0.09
3 C -0.10
4 C -0.06
5 C -0.13
6 O -0.11
7 N -0.03
8 O 0.06
9 C -0.37
10 O 0.08
11 C -0.58
12 S 0.78
13 C -0.05
14 C -0.34
15 O 0.10
16 H 0.05
17 H 0.04
18 H 0.12
19 H 0.14
20 H 0.10
21 H -0.13
22 H 0.12
23 C -0.44
24 O -0.33
25 H 0.05
26 H 0.04
27 H 0.05

=====

No. 5
An isolated molecule of C10H10O4 at a distorted geometry. Source: the OMol25 dataset; level of theory: ωB97M-V/def2-TZVPD.

The geometry in ORCA input format:
```
! wB97M-V def2-TZVPD RIJCOSX def2/J DEFGRID3
* xyz 0 1
C 0.676 1.402 2.484
C -0.379 0.788 1.622
C -1.712 0.563 1.990
C -2.632 -0.213 1.203
C -2.220 -0.858 0.056
C -0.902 -0.588 -0.375
C -0.035 0.243 0.369
C 1.367 0.214 -0.338
O 2.485 0.829 -0.145
C 1.072 -0.476 -1.694
O 0.800 0.733 -2.442
O 2.136 -1.203 -2.199
C -0.354 -1.039 -1.554
O -1.061 -1.850 -2.412
H 1.411 2.182 2.118
H 1.381 0.454 2.546
H 0.358 1.714 3.479
H -2.083 1.106 2.864
H -3.574 -0.438 1.712
H -2.845 -1.526 -0.443
H 3.269 0.440 -0.646
H 1.402 1.407 -2.349
H 1.971 -1.242 -3.162
H -0.530 -2.641 -2.683
*
```

Results
LUMO (spin up / spin down) = 0.1 / 0.3 eV
SMILES = Cc1cccc2c1=C(O)C(O)(O)C=2O
HOMO-LUMO gap (spin up / spin down) = 6.53 / 6.90 eV

Listed below, in e, are the Löwdin charges computed for each atom:
1 C -0.05
2 C -0.25
3 C -0.04
4 C -0.07
5 C -0.01
6 C -0.15
7 C -0.03
8 C -0.16
9 O 0.09
10 C -0.43
11 O 0.07
12 O 0.07
13 C -0.16
14 O 0.06
15 H 0.09
16 H 0.13
17 H 0.07
18 H 0.10
19 H 0.10
20 H 0.09
21 H 0.17
22 H 0.05
23 H 0.13
24 H 0.13

=====

No. 6
A cluster of 2 separate species, C10H10O4 in total at a distorted geometry. Source: the OMol25 dataset; level of theory: ωB97M-V/def2-TZVPD.

The geometry in ORCA input format:
```
! wB97M-V def2-TZVPD RIJCOSX def2/J DEFGRID3
* xyz 0 1
C -0.710 2.687 0.665
C -1.424 1.534 0.941
C 0.587 2.625 0.028
C -0.846 0.285 0.580
C 0.383 0.299 -0.187
C 1.132 1.512 -0.323
C -1.150 -0.979 0.940
C 0.639 -1.001 -0.516
C -0.353 -1.937 0.031
C 2.554 1.315 -0.883
O -3.163 -1.352 0.927
O 1.710 -1.428 -1.193
O -1.293 -2.261 -0.928
O 0.268 -3.095 0.515
H -1.143 3.602 1.007
H -2.302 1.549 1.603
H 1.219 3.586 0.004
H 3.100 0.889 -0.034
H 3.004 2.270 -1.228
H 2.438 0.527 -1.556
H -3.396 -2.221 1.188
H 1.433 -2.411 -1.247
H -2.316 -2.134 -0.555
H -0.371 -3.865 0.221
*
```

Results
LUMO = -0.8 eV
HOMO-LUMO gap = 6.94 eV

Listed below, in e, are the Löwdin charges computed for each atom:
1 C -0.02
2 C 0.00
3 C -0.07
4 C -0.17
5 C -0.05
6 C -0.23
7 C 0.17
8 C -0.17
9 C -0.58
10 C 0.00
11 O -0.16
12 O 0.11
13 O 0.00
14 O 0.04
15 H 0.10
16 H 0.13
17 H 0.15
18 H 0.10
19 H 0.10
20 H 0.04
21 H -0.03
22 H 0.17
23 H 0.17
24 H 0.18

=====

No. 7
The ion C10H11BrN3 with charge +1 at a distorted geometry. Source: the OMol25 dataset; level of theory: ωB97M-V/def2-TZVPD.

The geometry in ORCA input format:
```
! wB97M-V def2-TZVPD RIJCOSX def2/J DEFGRID3
* xyz 1 1
H 0.889 -2.037 1.278
N 0.767 -2.951 0.747
C 0.554 -2.906 -0.467
C 0.475 -1.610 -1.405
C 0.358 -0.446 -0.476
N 1.346 -0.306 0.415
C 2.474 0.147 0.676
N 3.232 -0.183 1.754
Br 3.376 1.342 -0.631
C -0.738 0.472 -0.233
C -1.958 0.225 -0.934
C -3.017 1.131 -0.827
C -2.884 2.269 -0.003
C -1.679 2.506 0.642
C -0.592 1.649 0.542
H 0.250 -3.834 -0.931
H 1.383 -1.620 -1.934
H -0.515 -1.698 -1.996
H 2.998 -0.805 2.546
H 4.152 0.206 1.782
H -2.062 -0.766 -1.408
H -3.833 0.862 -1.465
H -3.764 2.834 0.377
H -1.575 3.357 1.277
H 0.363 2.161 0.675
*
```

Results
LUMO = -5.3 eV
SMILES = [H]/N=C\C/C(=N\C(=[NH2+])Br)c1ccccc1
HOMO-LUMO gap = 7.64 eV

Listed below, in e, are the Löwdin charges computed for each atom:
1 H 0.07
2 N 0.12
3 C -0.18
4 C -0.03
5 C -0.16
6 N 0.08
7 C -0.72
8 N 0.12
9 Br 0.75
10 C -0.15
11 C 0.01
12 C -0.03
13 C -0.02
14 C -0.06
15 C 0.01
16 H 0.11
17 H 0.11
18 H 0.14
19 H 0.15
20 H 0.08
21 H 0.12
22 H 0.11
23 H 0.14
24 H 0.11
25 H 0.12

=====

No. 8
A structure of composition C10H11Cl5IrNO3S. Source: the OMol25 dataset; level of theory: ωB97M-V/def2-TZVPD.

The geometry in ORCA input format:
```
! wB97M-V def2-TZVPD RIJCOSX def2/J DEFGRID3
* xyz 2 5
Ir -0.889 -1.240 -0.480
Cl 1.551 -1.632 6.321
C 1.342 -1.234 4.702
C 0.782 -2.211 3.804
Cl 0.419 -3.764 4.468
C 0.592 -1.933 2.490
Cl 0.141 -3.414 1.413
C 0.774 -0.581 2.004
O 0.321 -0.103 0.935
C 1.498 0.332 2.886
Cl 1.930 1.818 2.244
C 1.750 0.011 4.212
Cl 2.518 1.122 5.238
N -0.057 -4.792 0.314
C 3.276 -3.982 1.209
C 3.491 -2.692 1.327
O 3.578 -1.543 1.425
O 0.500 -2.422 -0.021
H 0.108 -5.614 0.926
H -1.781 -2.003 0.510
H 0.030 -4.144 2.538
H 3.225 -4.381 0.205
H 3.570 -4.626 2.026
C -1.889 1.524 -2.008
S -2.639 0.307 -0.900
C -3.892 -0.459 -1.961
H -1.444 1.051 -2.880
H -1.143 2.067 -1.432
H -2.668 2.217 -2.322
H -4.579 0.335 -2.244
H -4.415 -1.203 -1.366
H -3.436 -0.912 -2.837
*
```

Results
LUMO (spin up / spin down) = -9.1 / -9.6 eV
<S²> = 6.06
HOMO-LUMO gap (spin up / spin down) = 6.03 / 5.56 eV

Listed below, in e, are the Löwdin charges computed for each atom:
1 Ir 1.12
2 Cl 0.85
3 C -0.66
4 C -0.60
5 Cl 0.84
6 C -0.25
7 Cl 0.93
8 C -0.39
9 O -0.14
10 C -0.59
11 Cl 0.91
12 C -0.70
13 Cl 0.81
14 N -0.01
15 C 0.00
16 C -0.26
17 O 0.20
18 O -0.68
19 H 0.05
20 H 0.00
21 H -0.03
22 H 0.08
23 H 0.08
24 C -0.33
25 S 0.72
26 C -0.32
27 H 0.06
28 H 0.05
29 H 0.07
30 H 0.06
31 H 0.06
32 H 0.06

=====

No. 9
A structure of composition C10H11ClCoF5Fe at a distorted geometry. Source: the OMol25 dataset; level of theory: ωB97M-V/def2-TZVPD.

The geometry in ORCA input format:
```
! wB97M-V def2-TZVPD RIJCOSX def2/J DEFGRID3
* xyz -1 10
Co 0.716 -0.382 -2.945
Cl 1.835 -1.221 -4.627
C 2.049 -0.530 -1.448
C -1.203 -0.629 -3.379
H 2.926 -0.022 -1.878
H 1.991 -0.178 -0.390
H 2.293 -1.608 -1.426
H -1.841 0.220 -3.094
H -1.564 -1.514 -2.833
H -1.252 -0.810 -4.468
Fe -0.010 0.176 -0.120
C -1.546 -1.037 -0.096
C 0.137 1.272 -1.756
H -2.306 -0.779 -0.848
H -1.191 -2.065 -0.286
H -1.979 -1.006 0.922
H -0.802 1.795 -2.049
H 0.976 2.003 -1.743
F 1.305 -2.451 1.476
C 1.611 -1.268 2.086
C 1.041 -0.071 1.648
C 1.356 1.044 2.416
F 0.814 2.257 2.106
C 2.285 1.024 3.465
F 2.614 2.168 4.091
C 2.900 -0.178 3.813
F 3.858 -0.209 4.757
C 2.551 -1.337 3.129
F 3.135 -2.513 3.436
*
```

Results
LUMO (spin up / spin down) = 2.8 / 1.9 eV
<S²> = 24.77
HOMO-LUMO gap (spin up / spin down) = 6.23 / 7.67 eV

Listed below, in e, are the Löwdin charges computed for each atom:
1 Co 0.28
2 Cl -0.09
3 C -0.28
4 C -0.27
5 H 0.01
6 H -0.04
7 H 0.01
8 H -0.02
9 H -0.03
10 H -0.02
11 Fe 0.78
12 C -0.26
13 C -0.35
14 H -0.02
15 H 0.00
16 H -0.01
17 H -0.03
18 H -0.03
19 F 0.05
20 C -0.22
21 C -0.10
22 C -0.24
23 F 0.04
24 C -0.15
25 F 0.09
26 C -0.14
27 F 0.10
28 C -0.14
29 F 0.09

=====

What did the seventh record say?
The ion C10H11BrN3 with charge +1 at a distorted geometry. Source: the OMol25 dataset; level of theory: ωB97M-V/def2-TZVPD.

The geometry in ORCA input format:
```
! wB97M-V def2-TZVPD RIJCOSX def2/J DEFGRID3
* xyz 1 1
H 0.889 -2.037 1.278
N 0.767 -2.951 0.747
C 0.554 -2.906 -0.467
C 0.475 -1.610 -1.405
C 0.358 -0.446 -0.476
N 1.346 -0.306 0.415
C 2.474 0.147 0.676
N 3.232 -0.183 1.754
Br 3.376 1.342 -0.631
C -0.738 0.472 -0.233
C -1.958 0.225 -0.934
C -3.017 1.131 -0.827
C -2.884 2.269 -0.003
C -1.679 2.506 0.642
C -0.592 1.649 0.542
H 0.250 -3.834 -0.931
H 1.383 -1.620 -1.934
H -0.515 -1.698 -1.996
H 2.998 -0.805 2.546
H 4.152 0.206 1.782
H -2.062 -0.766 -1.408
H -3.833 0.862 -1.465
H -3.764 2.834 0.377
H -1.575 3.357 1.277
H 0.363 2.161 0.675
*
```

Results
LUMO = -5.3 eV
SMILES = [H]/N=C\C/C(=N\C(=[NH2+])Br)c1ccccc1
HOMO-LUMO gap = 7.64 eV

Listed below, in e, are the Löwdin charges computed for each atom:
1 H 0.07
2 N 0.12
3 C -0.18
4 C -0.03
5 C -0.16
6 N 0.08
7 C -0.72
8 N 0.12
9 Br 0.75
10 C -0.15
11 C 0.01
12 C -0.03
13 C -0.02
14 C -0.06
15 C 0.01
16 H 0.11
17 H 0.11
18 H 0.14
19 H 0.15
20 H 0.08
21 H 0.12
22 H 0.11
23 H 0.14
24 H 0.11
25 H 0.12